One molecule with the formula C6H15NS. Source: the OMol25 dataset; level of theory: the ωB97M-V functional and the def2-TZVPD basis.

- SMILES string: CN(C)CCCCS
- E: -18789.5805 eV
- Frontier orbital gap: 9.43 eV
- Energy above the lowest of the compared OMol25 structures with the same formula, charge and spin: 1.0091 eV
- LUMO energy: 0.826 eV
- Total charge: 0
- Highest occupied orbital energy: -8.607 eV

```
23
Properties=species:S:1:pos:R:3:forces:R:3
H 0.662 1.444 2.813 -0.08 0.01 0.06
H 0.288 2.857 1.822 0.21 0.14 0.05
C 0.800 -1.260 0.586 0.83 -0.67 -0.16
C 0.331 -1.172 -2.064 -0.22 0.27 -0.17
H 2.055 -0.462 -1.038 -0.33 0.33 0.19
H -0.431 -0.556 2.137 -0.29 0.00 -0.01
H 0.773 -1.696 -2.906 0.14 -0.18 0.01
H -1.877 -1.179 -2.807 -0.21 -0.04 -0.10
H 0.190 -0.161 -2.431 -0.12 0.23 0.25
C -0.029 1.848 2.073 0.20 0.07 0.01
N 0.029 1.052 0.856 -1.88 -0.02 -0.08
H 1.866 -2.138 -1.067 -0.01 -0.16 0.55
H -0.751 2.701 -0.166 0.13 0.00 -0.21
C 1.293 -1.228 -0.867 0.18 -0.33 -0.89
H -0.673 1.178 -1.083 0.08 0.19 -0.29
H 0.627 -2.316 0.817 -0.55 0.09 0.11
H -1.994 1.476 -0.029 0.13 -0.28 0.84
C -0.906 1.623 -0.120 0.55 0.34 -0.72
C -0.340 -0.364 1.066 1.38 -0.26 0.07
H -1.032 1.958 2.511 -0.06 -0.32 0.04
S -1.343 -1.884 -1.810 0.30 -0.05 0.05
H 1.710 -1.050 1.158 -0.16 0.24 0.23
H -1.248 -0.671 0.550 -0.19 0.38 0.17
```
Positions in Å, forces in eV/Å.

Here are the natural (NBO) charges for atoms 1 to 5, given in e:
1. H 0.20
2. H 0.20
3. C -0.40
4. C -0.50
5. H 0.22


A 2-piece molecular cluster, C4H13NO2 overall. Source: the OMol25 dataset; level of theory: the ωB97M-V functional and the def2-TZVPD basis.

- SMILES string: CC[C@@H](N)CO.O
- E: -9942.9180 eV
- Frontier orbital gap: 10.17 eV
- Energy above the lowest of the compared OMol25 structures with the same formula, charge and spin: 1.2786 eV
- LUMO energy: 0.955 eV
- Total charge: 0
- Highest occupied orbital energy: -9.216 eV

```
20
Properties=species:S:1:pos:R:3:forces:R:3
H 0.945 -0.814 1.872 -0.29 -0.78 -0.75
N 0.581 1.602 -0.634 0.42 -1.12 1.49
H 2.209 0.709 0.386 0.15 0.43 0.58
H 3.353 0.192 -1.623 0.00 -0.17 -0.08
H 0.479 -0.785 -1.453 0.64 -0.16 0.37
H -6.448 -1.576 1.668 -0.05 0.07 -0.03
C 2.450 -0.297 -1.997 0.40 0.03 -1.62
C 1.202 0.406 0.106 0.85 2.00 -1.64
H 0.942 0.804 3.009 -0.12 0.40 -0.02
C 0.443 -0.024 1.317 -1.27 0.94 1.17
H 2.020 0.336 -2.809 0.04 0.22 1.04
H -0.229 1.857 -0.078 -0.05 0.38 -0.24
H 0.257 1.290 -1.543 -0.13 -0.01 0.14
C 1.470 -0.658 -0.926 -3.01 -0.83 -0.26
H -7.231 -0.392 1.090 -0.04 -0.04 0.02
H -0.616 -0.166 1.054 0.41 -0.99 -0.18
O 0.263 0.992 2.353 0.71 0.01 -0.47
H 1.553 -1.617 -0.411 0.90 -0.14 -0.20
H 2.697 -1.151 -2.642 0.37 -0.21 0.67
O -6.341 -0.710 1.261 0.08 -0.04 0.01
```
Positions in Å, forces in eV/Å.

Here are the natural (NBO) charges for atoms 1 to 5, given in e:
1. H 0.18
2. N -0.83
3. H 0.18
4. H 0.21
5. H 0.19


A 2-piece molecular cluster, C9H9N3O2 overall. Source: the OMol25 dataset; level of theory: the ωB97M-V functional and the def2-TZVPD basis.

- SMILES string: O=C1N=Nc2ccccc21.[H]/N=C(\C)O
- E: -18041.6545 eV
- Frontier orbital gap: 8.11 eV
- Energy above the lowest of the compared OMol25 structures with the same formula, charge and spin: 4.0998 eV
- LUMO energy: -1.331 eV
- Total charge: 0
- Highest occupied orbital energy: -9.437 eV

```
23
Properties=species:S:1:pos:R:3:forces:R:3
C 3.814 0.507 0.758 0.14 1.87 -1.66
C -2.821 -0.874 1.082 0.26 0.78 2.83
H -3.364 -1.281 -2.252 -0.67 -0.10 0.19
H 4.142 1.261 -0.029 0.26 -0.07 1.92
C -1.414 0.552 -0.330 0.04 -0.93 1.17
C -2.014 0.088 -1.481 0.75 0.44 0.90
H 4.680 -0.156 0.949 -0.79 0.25 0.19
C 2.765 -0.110 -0.085 1.47 0.62 -3.10
N -0.128 1.473 1.426 0.66 0.30 -0.10
O 0.488 2.028 -0.826 -0.58 -0.22 0.74
C -0.252 1.457 -0.079 -0.26 -0.39 -0.43
O 2.897 0.244 -1.462 1.39 0.04 2.68
C -3.049 -0.808 -1.334 0.84 -0.13 -0.94
H 3.276 0.938 1.648 1.16 -0.25 -0.73
H 2.252 -0.191 -1.989 -1.12 -0.76 -0.37
H -3.241 -1.204 2.118 1.16 0.46 -2.07
H -1.565 0.316 -2.417 -0.08 0.40 -0.84
N -0.916 0.684 1.942 -0.55 -0.53 0.13
C -1.761 0.016 0.932 -0.12 1.40 -1.17
H -4.122 -2.119 -0.101 0.31 1.21 0.35
C -3.425 -1.239 -0.088 -1.72 -2.73 -0.78
H 1.883 -0.707 1.331 -0.22 -1.26 -1.18
N 1.877 -0.875 0.287 -2.34 -0.42 2.28
```
Positions in Å, forces in eV/Å.

Here are the natural (NBO) charges for atoms 1 to 5, given in e:
1. C -0.73
2. C -0.21
3. H 0.22
4. H 0.25
5. C -0.20


C30H21CsF10N6O2 as an isolated structure. Source: the OMol25 dataset; level of theory: the ωB97M-V functional and the def2-TZVPD basis.

- E: -72208.0275 eV
- Frontier orbital gap: 5.51 eV
- Energy above the lowest of the compared OMol25 structures with the same formula, charge and spin: 0.9872 eV
- LUMO energy: 3.949 eV
- Total charge: -2
- Highest occupied orbital energy: -1.562 eV

```
70
Properties=species:S:1:pos:R:3:forces:R:3
C -3.301 -0.121 -0.204 -0.42 0.14 0.07
C -3.613 2.336 4.672 -0.13 0.00 0.05
H -1.887 1.146 7.331 0.02 0.00 -0.02
C -5.230 -0.004 1.974 0.04 0.01 -0.13
H 4.105 -0.405 -1.324 -0.03 0.01 0.02
C -1.095 1.400 5.353 -0.10 -0.07 -0.03
C -4.614 0.456 -0.315 0.16 -0.10 0.10
H -1.189 -1.126 -3.326 -0.01 0.00 -0.07
O -0.573 2.105 1.806 -0.02 0.30 0.24
H -4.140 1.969 6.709 -0.02 -0.02 -0.02
C 2.122 -4.114 -4.254 -0.02 -0.12 0.18
H 6.570 -0.641 -0.821 -0.03 -0.01 -0.02
F 2.413 -2.044 -5.273 0.01 0.05 -0.04
C -3.976 -0.566 2.151 -0.02 -0.04 0.04
N 1.775 0.874 2.454 0.32 0.45 -0.31
F -5.035 1.017 -1.484 0.01 -0.01 -0.05
C 5.360 0.283 2.198 -0.10 0.05 0.09
C 4.516 -0.199 -0.337 0.11 -0.11 -0.07
H -1.804 0.142 -4.420 0.05 -0.03 -0.03
H 5.662 0.474 3.221 -0.05 0.02 0.00
C 1.978 -4.949 -3.162 0.00 0.09 -0.08
F -6.130 0.055 2.984 -0.05 0.01 0.08
C -0.293 1.687 2.970 0.62 0.23 0.12
C -5.522 0.499 0.720 0.09 -0.04 0.13
H 0.551 -0.610 -4.606 -0.04 0.00 0.00
F -3.653 -1.085 3.346 0.02 -0.04 0.11
H -3.462 -0.297 -2.895 -0.01 0.08 -0.10
O -2.895 2.730 2.464 -0.15 0.12 0.21
F -1.877 -1.228 1.372 -1.27 -0.62 0.59
C 4.017 0.416 1.821 0.37 -0.07 -0.42
C 0.801 0.352 -4.157 0.24 0.01 0.12
C 1.952 -4.352 -1.906 0.04 0.03 -0.08
F 2.171 -4.660 -5.486 0.01 -0.04 -0.15
C -3.353 1.925 5.964 0.04 0.03 -0.03
H -0.108 1.030 5.593 0.03 0.00 -0.03
C -1.336 1.792 4.038 -0.15 0.10 -0.11
C -1.432 -0.063 -3.394 -0.18 0.03 0.11
N -2.353 -0.242 -1.106 -0.04 -0.05 -0.44
N 3.622 0.171 0.567 -0.15 0.04 0.05
C 2.235 -2.748 -4.115 -0.03 0.14 0.22
C 2.195 -2.062 -2.851 0.01 -0.25 -0.28
C -2.611 2.288 3.700 0.10 0.04 -0.13
H -0.983 2.354 -2.165 0.00 0.04 -0.01
H -0.914 2.521 -3.941 0.01 0.03 0.01
C -0.399 2.106 -3.052 0.01 -0.13 0.08
H 0.572 2.595 -2.961 0.00 0.02 0.01
C 2.064 -2.996 -1.765 0.04 0.01 -0.04
Cs 0.124 -0.103 0.285 1.99 -0.07 -1.62
H 0.798 1.099 -4.973 -0.08 -0.01 -0.03
C 5.871 -0.342 -0.052 0.01 0.05 0.16
F 1.810 -5.132 -0.819 0.00 -0.09 0.10
C -3.075 -0.623 1.120 -0.16 0.03 -0.08
H -2.830 1.291 -2.485 -0.08 0.00 -0.11
C 3.010 0.850 2.779 -0.30 0.14 0.43
H -4.596 2.690 4.384 0.03 0.00 -0.05
H 7.336 -0.201 1.516 -0.01 0.00 0.03
F -6.731 1.056 0.509 -0.12 0.07 -0.02
F 1.876 -6.295 -3.310 -0.01 -0.05 0.01
H 2.914 0.087 -4.400 0.01 0.10 -0.01
C 2.210 0.234 -3.567 -0.14 -0.26 -0.04
C 6.291 -0.095 1.248 0.03 -0.05 -0.15
N -0.201 0.676 -3.149 -0.16 0.07 -0.02
H 2.474 1.180 -3.081 0.01 0.03 -0.05
N 2.272 -0.789 -2.556 0.13 0.25 0.28
H -2.035 2.634 1.952 -0.04 -0.22 -0.01
C -2.596 0.219 -2.452 -0.13 -0.04 0.12
H 3.349 1.163 3.772 -0.09 -0.08 0.05
N 0.880 1.217 3.386 -0.28 -0.07 1.00
C -2.087 1.464 6.315 0.02 -0.02 0.08
F 2.034 -2.492 -0.510 -0.01 -0.11 -0.01
```
Positions in Å, forces in eV/Å.

Here are the natural (NBO) charges for atoms 1 to 5, given in e:
1. C 0.10
2. C -0.29
3. H 0.19
4. C 0.16
5. H 0.24


C15H20MnN2O2 as an isolated structure. Source: the OMol25 dataset; level of theory: the ωB97M-V functional and the def2-TZVPD basis.

- 2S+1: 6
- E: -54268.5718 eV
- Frontier orbital gap (alpha / beta): 3.78 / 6.70 eV
- Energy above the lowest of the compared OMol25 structures with the same formula, charge and spin: 2.8263 eV
- LUMO energy (alpha / beta): -0.407 / -1.194 eV
- Total charge: 0
- Highest occupied orbital energy (alpha / beta): -4.188 / -7.895 eV

```
40
Properties=species:S:1:pos:R:3:forces:R:3
H -3.714 1.174 -0.413 0.15 0.15 -0.18
H 0.180 -4.756 0.587 0.12 0.13 -0.09
Mn -1.394 0.317 0.169 8.66 1.02 0.00
H 1.354 1.882 3.730 0.00 -0.21 -0.01
C -2.820 -0.779 0.780 -3.00 0.07 0.44
C -0.337 -2.696 0.309 1.16 -0.69 -0.59
H 2.019 3.603 -2.652 0.00 -0.34 0.06
C 1.050 -1.364 -1.018 0.93 1.57 -0.77
H -3.811 -0.517 1.107 -0.50 -0.29 0.19
H -2.175 2.715 -0.101 0.33 -0.11 0.25
H 3.729 1.800 -3.183 -0.30 -0.03 0.17
H 3.244 -0.537 -2.436 -0.03 0.30 -0.06
C -1.503 2.234 0.635 -0.51 1.35 0.69
H -0.060 2.950 -1.430 0.16 -0.05 -0.14
H -2.804 -1.775 0.366 0.18 -0.11 0.10
H 2.282 -4.549 -0.823 -0.22 0.27 0.04
C 0.694 2.210 -1.686 0.98 -0.62 -0.35
C 1.867 2.559 -2.369 -1.28 1.03 0.43
H -1.229 -2.744 0.927 0.23 -0.21 -0.02
H -0.559 2.804 0.694 -0.50 -0.37 0.05
O -0.269 0.910 2.850 -0.47 -0.16 0.01
C 1.616 -3.699 -0.660 1.27 0.98 -1.19
C 1.343 -0.026 -1.545 0.13 -1.68 0.30
N 0.449 0.955 -1.283 -1.16 0.67 0.12
O 1.384 0.386 1.413 -3.33 0.63 0.49
H -2.207 -0.582 1.710 -0.02 -0.44 -0.57
H -1.990 2.235 1.629 0.18 0.27 -0.39
H 0.093 1.212 4.804 0.06 0.00 0.01
H 2.799 -2.322 -1.834 -0.16 -0.22 0.14
H -3.638 -0.390 -1.254 -0.50 -0.21 -0.30
C 2.537 0.264 -2.247 0.19 0.96 -0.33
C 0.472 -3.822 0.116 -1.83 0.41 1.15
C 2.800 1.573 -2.655 0.30 -1.73 0.18
C 0.164 0.565 1.609 3.39 -0.54 0.01
N -0.064 -1.508 -0.247 -2.03 0.21 0.41
C -3.072 0.380 -0.769 -1.96 -1.44 -0.85
H -2.300 0.662 -1.540 -0.42 0.19 0.47
C 0.692 1.032 3.915 -0.03 -0.03 -0.25
C 1.909 -2.465 -1.232 -0.14 -0.94 0.50
H 1.268 0.110 4.027 -0.01 0.19 -0.10
```
Positions in Å, forces in eV/Å.

Here are the natural (NBO) charges for atoms 1 to 5, given in e:
1. H 0.25
2. H 0.21
3. Mn 1.09
4. H 0.19
5. C -0.71


A 2-piece molecular cluster, C15H34N3O3 overall. Source: the OMol25 dataset; level of theory: the ωB97M-V functional and the def2-TZVPD basis.

- E: -26711.0112 eV
- Frontier orbital gap: 9.75 eV
- Energy above the lowest of the compared OMol25 structures with the same formula, charge and spin: 1.7557 eV
- LUMO energy: -2.819 eV
- Total charge: +1
- Highest occupied orbital energy: -12.574 eV

```
55
Properties=species:S:1:pos:R:3:forces:R:3
H -2.493 -1.653 5.910 -0.03 0.01 -0.03
H -1.000 0.464 5.750 0.00 0.00 0.00
O 0.513 -0.453 -3.542 1.01 0.04 0.23
O -1.758 -3.261 -1.190 -3.47 -2.46 0.73
C -0.285 -0.105 2.378 0.09 0.14 0.03
C 3.296 -0.782 -1.577 -0.33 0.18 -0.99
H -1.293 4.193 -2.526 0.05 0.33 -0.49
H -0.379 1.175 -5.061 0.26 -0.01 -0.26
H -0.889 1.572 3.578 0.01 0.00 -0.02
H 0.004 -3.116 -3.149 0.20 -0.50 -0.07
C -0.470 -1.528 5.140 -0.14 0.02 0.05
C -1.884 -2.101 5.122 0.12 -0.05 -0.03
H 0.137 -2.026 4.378 0.03 0.02 0.01
C -0.251 0.557 -2.979 -2.37 -0.71 -1.07
H 1.757 -0.133 3.141 0.02 0.03 0.00
H -2.381 -1.925 4.166 -0.03 0.00 0.01
H 2.698 -1.190 -0.778 0.13 0.04 0.54
C -0.947 -1.095 -1.038 0.58 0.08 0.04
H -2.000 -0.601 -2.816 -0.24 -0.02 -0.36
N 0.608 1.521 -2.268 1.12 0.68 0.22
H -1.863 -3.178 5.286 -0.05 0.01 0.01
N 1.530 0.915 -1.337 -0.02 0.11 -0.25
C -0.923 1.350 -4.144 -0.13 0.55 0.39
H 3.585 1.333 -1.510 0.15 0.54 -0.12
C -1.363 -0.074 -2.120 0.93 -0.49 0.74
H 1.643 -0.170 1.386 0.05 -0.01 0.03
C -0.210 2.585 -1.624 -0.78 0.19 -0.54
H -2.047 0.266 3.547 0.01 -0.02 0.01
C -0.977 0.481 3.607 -0.07 0.03 0.02
H 2.852 0.706 -3.016 -0.19 0.48 -0.22
H -2.219 2.718 -2.414 -0.27 0.01 0.19
H -1.940 0.987 -4.275 -0.22 -0.06 0.05
O -0.918 2.750 -3.958 0.81 0.40 -0.28
H -0.747 2.169 -0.789 0.14 -0.29 0.46
H 0.443 3.375 -1.291 0.46 0.06 0.08
H -0.006 -1.767 6.100 0.04 0.00 -0.02
C -0.881 -2.557 -1.469 2.52 1.55 -0.76
C -0.429 -0.012 4.948 0.11 -0.05 -0.01
H 3.104 -1.405 -2.443 -0.03 -0.30 -0.15
C 2.864 0.654 -1.937 0.18 -1.29 0.89
H 0.602 0.332 5.071 -0.02 0.03 0.00
H 1.020 -2.441 -2.052 0.07 -0.09 -0.40
H 1.168 2.018 -2.973 -0.14 -0.14 -0.25
H -1.717 -1.060 -0.286 -0.28 -0.15 0.31
H 1.641 1.587 -0.586 -0.16 -0.03 0.12
H -1.997 0.660 -1.637 -0.07 0.32 -0.11
H 4.357 -0.847 -1.392 0.23 0.00 0.34
H 0.109 -0.738 -4.371 0.12 0.05 0.05
H -0.401 -1.192 2.356 -0.03 0.01 0.00
H -0.017 -0.852 -0.532 0.16 0.32 -0.10
N 0.250 -3.093 -2.165 0.01 1.23 0.40
H -0.789 0.274 1.482 -0.05 -0.02 0.01
C -1.239 3.123 -2.651 -0.41 -0.67 0.67
H 1.333 1.339 2.259 0.02 0.01 0.08
C 1.197 0.253 2.291 -0.08 -0.09 -0.15
```
Positions in Å, forces in eV/Å.

Here are the natural (NBO) charges for atoms 1 to 5, given in e:
1. H 0.21
2. H 0.21
3. O -0.71
4. O -0.51
5. C -0.40


C9H16BF3IrN5O6P2 as an isolated structure. Source: the OMol25 dataset; level of theory: the ωB97M-V functional and the def2-TZVPD basis.

- E: -59581.7937 eV
- Frontier orbital gap: 8.63 eV
- Energy above the lowest of the compared OMol25 structures with the same formula, charge and spin: 0.2250 eV
- LUMO energy: -0.084 eV
- Total charge: 0
- Highest occupied orbital energy: -8.712 eV

```
43
Properties=species:S:1:pos:R:3:forces:R:3
O 0.950 3.349 -1.181 -0.01 -0.03 -0.01
H -1.396 -4.978 -1.204 0.01 0.00 0.01
C -0.869 2.932 0.685 0.02 -0.03 -0.01
N -0.031 3.455 1.836 -0.05 -0.05 0.04
H -2.260 3.687 -0.758 0.00 0.00 0.00
C -2.106 -3.901 0.631 -0.04 0.05 -0.04
H 2.407 -2.403 -3.711 0.00 0.00 0.01
P 0.266 2.096 -0.465 -0.05 -0.17 -0.13
C 3.383 -0.925 -2.335 0.05 -0.01 0.04
H -0.666 3.390 2.666 0.02 0.02 -0.02
H 4.300 -0.627 -2.812 0.01 0.00 0.01
H 1.533 3.100 -1.911 -0.01 0.01 -0.01
N 1.452 -1.929 -1.913 0.12 -0.22 0.11
C 1.280 -1.125 1.982 -0.20 0.04 0.11
H -3.298 0.891 0.104 0.01 0.01 -0.02
O -1.295 0.313 1.485 -0.01 -0.09 0.14
H -0.369 -2.716 -2.998 -0.03 0.05 0.03
H -2.409 4.447 0.824 0.00 0.00 0.00
O 1.265 1.411 0.476 0.04 0.10 -0.05
Ir 0.294 -0.493 0.385 0.33 0.11 -0.12
F 2.624 -1.164 1.805 0.03 0.01 -0.01
H 0.843 -4.085 -2.181 -0.01 0.00 -0.05
B 0.317 -3.009 -2.048 -0.10 0.11 -0.05
H 0.764 2.814 1.969 0.00 0.00 0.01
H 3.296 0.157 -0.371 0.01 0.02 0.00
C -1.386 -4.141 -0.527 0.05 -0.04 0.04
H -1.052 4.872 -0.257 0.00 0.00 0.00
H -1.923 -2.079 1.931 0.01 -0.01 0.00
C 2.899 -0.529 -1.097 -0.02 -0.03 0.02
P -1.946 1.671 1.573 -0.06 0.02 -0.06
N -0.739 -2.201 0.213 -0.12 0.04 -0.02
O -3.288 1.641 0.713 0.01 -0.01 0.00
C 2.435 -1.817 -2.808 -0.01 -0.01 0.00
C -1.696 4.063 0.094 0.00 0.01 0.01
N 1.736 -1.147 -0.856 -0.15 0.16 -0.24
F 0.944 -2.339 2.466 0.01 -0.02 0.01
H -2.836 -4.538 1.097 -0.01 0.00 -0.01
O -2.152 2.325 2.887 0.02 0.01 -0.03
N -0.569 -3.110 -0.760 0.09 -0.05 0.02
F 1.090 -0.251 3.016 0.01 -0.03 0.01
C -1.662 -2.658 1.062 0.02 -0.05 0.01
O -0.441 1.148 -1.379 -0.01 0.09 0.23
H 0.310 4.401 1.672 0.01 0.00 0.00
```
Positions in Å, forces in eV/Å.

Here are the natural (NBO) charges for atoms 1 to 5, given in e:
1. O -1.00
2. H 0.23
3. C -0.64
4. N -0.72
5. H 0.26


Question: Which of these has the highest energy above the lowest of the compared OMol25 structures with the same formula, charge and spin?
Answer: C9H9N3O2


Question: Number 4 is which compound?
Answer: C30H21CsF10N6O2


Question: The highest total charge belongs to which entry?
Answer: C15H34N3O3


Question: Which value of energy above the lowest of the compared OMol25 structures with the same formula, charge and spin does entry 6 give?
Answer: 1.7557 eV